148
Properties=species:S:1:pos:R:3:lowdin_spin:R:1 method="wB97M-V/def2-TZVPD" multiplicity=4 charge=-1 orbital_gap_ev="3.428 / 3.427"
V -0.34504 0.70191 0.83370 2.747
N 0.19121 -0.25769 2.70603 0.027
N 0.42004 0.64102 3.77192 0.013
C 0.90637 1.86521 3.47066 0.024
N 1.27582 2.59797 4.55161 0.009
S 1.05866 2.44530 1.91706 0.039
H -0.48868 -0.95160 3.00307 0.004
H 1.05437 -0.77357 2.51401 0.003
H 0.73086 0.22386 4.63585 0.000
H 0.80762 2.40364 5.42361 0.000
H 1.40552 3.57604 4.35520 0.001
C -1.39772 4.59659 -2.77073 0.000
C -0.72835 3.99560 -1.53419 0.003
C 0.73607 4.42900 -1.46351 0.002
C -1.47090 4.32298 -0.25733 -0.001
C -1.68371 5.65238 0.09880 0.000
C -2.39152 5.99033 1.24031 -0.001
C -2.89697 4.98751 2.05271 0.000
C -2.69847 3.64668 1.74238 0.000
C -3.27395 2.56910 2.64527 0.003
C -2.82753 2.74061 4.09749 0.000
C -4.80068 2.51756 2.55517 0.000
C -1.97430 3.30603 0.57966 0.007
N -1.75430 1.93388 0.27624 0.006
C -2.78750 1.25604 -0.35735 0.029
C -2.72250 -0.11582 -0.38550 0.003
N -1.64620 -0.73223 0.21731 0.007
C -1.76981 -2.12594 0.40314 0.004
C -1.32899 -3.02979 -0.59342 -0.001
C -1.60502 -4.38307 -0.44555 0.000
C -2.27464 -4.86784 0.67393 -0.001
C -2.65704 -3.99017 1.67402 0.000
C -2.42013 -2.62035 1.55112 -0.001
C -2.93666 -1.67080 2.61839 0.001
C -2.58257 -2.13746 4.03416 0.000
C -4.44710 -1.45603 2.49114 0.000
C -0.60754 -2.50734 -1.81623 0.000
C 0.88287 -2.35267 -1.51273 0.002
C -0.79909 -3.35696 -3.06896 0.000
C -3.90654 -0.63732 -1.09436 -0.002
C -4.40529 -1.86507 -1.44448 -0.002
C -5.64062 -1.92927 -2.15216 -0.001
C -6.35537 -0.81394 -2.49578 -0.003
C -5.86221 0.47517 -2.14323 0.000
C -6.47564 1.73153 -2.42270 0.009
C -5.86506 2.88494 -2.01069 0.000
C -4.62496 2.89578 -1.30779 0.011
C -4.01026 1.70184 -1.03050 -0.001
C -4.66173 0.51060 -1.46188 -0.001
H -0.90516 4.21334 -3.66833 0.000
H -1.33131 5.69129 -2.77759 0.000
H -2.45124 4.31656 -2.82560 0.000
H -0.73712 2.91915 -1.66514 0.003
H 0.82837 5.51605 -1.35421 0.000
H 1.25172 4.12701 -2.37828 0.000
H 1.25201 3.96161 -0.61987 0.001
H -1.29540 6.43826 -0.54262 0.000
H -2.55419 7.03216 1.49468 0.000
H -3.46387 5.25499 2.94025 0.000
H -2.88554 1.61640 2.28386 0.004
H -3.18309 3.68641 4.51846 0.000
H -1.73915 2.72948 4.17213 0.000
H -3.22283 1.92987 4.71905 0.000
H -5.24367 3.46032 2.89409 0.000
H -5.19710 1.71220 3.18262 0.000
H -5.12314 2.34114 1.52817 0.000
H -1.31806 -5.06880 -1.23745 0.000
H -2.51411 -5.92514 0.75544 0.000
H -3.19000 -4.36601 2.54321 0.000
H -2.46435 -0.70338 2.43098 0.002
H -3.20024 -2.98870 4.33645 0.000
H -2.76199 -1.33548 4.75645 0.000
H -1.54064 -2.46652 4.11763 0.000
H -4.97986 -2.40908 2.57998 0.000
H -4.69838 -1.01489 1.52735 0.000
H -4.80800 -0.78881 3.28081 0.000
H -0.98559 -1.50577 -2.02658 0.000
H 1.32757 -3.32721 -1.27314 0.000
H 1.03403 -1.68740 -0.65823 0.003
H 1.39324 -1.90563 -2.36980 0.000
H -0.27804 -4.32061 -2.99781 0.000
H -0.39941 -2.81902 -3.92991 0.000
H -1.85760 -3.55334 -3.26036 0.000
H -3.88997 -2.78666 -1.19957 0.000
H -6.02096 -2.90611 -2.42977 0.000
H -7.29008 -0.90615 -3.03941 0.000
H -7.41648 1.76790 -2.96208 0.001
H -6.33630 3.83729 -2.22890 0.000
H -4.19511 3.84252 -1.00383 0.001
Cl -0.27889 -1.48678 -8.45694 0.001
C -0.20701 -0.79318 -6.83977 0.003
C 0.94040 -0.13697 -6.40544 0.000
C 1.00571 0.40725 -5.13963 0.002
C -0.08133 0.32389 -4.19735 0.002
C -0.03650 0.81673 -2.90480 0.010
C -1.25263 -0.34195 -4.71779 0.002
C -1.30611 -0.87758 -5.98426 0.000
H 1.79038 -0.04803 -7.07583 0.000
H 1.90942 0.93077 -4.84261 0.000
H -0.91128 0.70399 -2.26758 0.003
H 0.85551 1.27200 -2.47793 0.003
H -2.12646 -0.42191 -4.07342 0.000
H -2.21086 -1.37272 -6.32221 0.000
C 3.97299 -0.20348 -3.24676 0.000
Si 5.43201 -0.23885 -2.09489 0.000
C 6.06622 1.49437 -1.75102 0.000
C 6.82658 -1.26115 -2.83891 0.000
C 4.91173 -1.05244 -0.47921 0.002
Te 3.39733 0.08657 0.53487 0.011
C 4.75488 1.14779 1.82049 0.002
Si 5.39164 0.24464 3.33455 0.000
C 6.21718 -1.38233 2.90986 0.000
C 3.97066 -0.08687 4.51234 0.000
C 6.66095 1.34946 4.17640 0.000
H 4.22415 0.31111 -4.17929 0.000
H 3.11246 0.31539 -2.81083 0.000
H 3.63595 -1.21017 -3.51580 0.000
H 6.30727 1.99329 -2.69488 0.000
H 6.97212 1.48872 -1.13557 0.000
H 5.30563 2.09737 -1.24628 0.000
H 7.14651 -0.83353 -3.79480 0.000
H 6.49874 -2.28812 -3.03196 0.000
H 7.70012 -1.30197 -2.17972 0.000
H 5.73510 -1.18192 0.23122 0.000
H 4.48387 -2.04231 -0.67128 0.000
H 4.19091 2.03471 2.12775 0.000
H 5.56705 1.50242 1.17889 0.000
H 5.51409 -2.04794 2.40958 0.000
H 6.54104 -1.87926 3.83013 0.000
H 7.09567 -1.25759 2.26881 0.000
H 3.35949 -0.91667 4.14233 0.000
H 3.34620 0.80271 4.63233 0.000
H 4.35299 -0.36767 5.49974 0.000
H 7.50252 1.56391 3.50985 0.000
H 7.06004 0.87308 5.07846 0.000
H 6.21836 2.30662 4.47129 0.000
S 1.50193 -3.14758 3.23134 0.001
C 1.94562 -4.00127 1.85445 0.000
N 1.05346 -4.85969 1.28917 0.000
C 1.28331 -5.59898 0.18320 0.000
C 2.48847 -5.55024 -0.43735 0.000
C 3.45740 -4.66740 0.08321 0.000
C 3.19361 -3.90917 1.18348 0.000
H 0.11604 -4.83342 1.67750 0.000
H 0.45073 -6.19345 -0.16115 0.000
H 2.67134 -6.13835 -1.32378 0.000
H 4.41589 -4.57161 -0.41491 0.000
H 3.90557 -3.19778 1.56463 0.000


15
Properties=species:S:1:pos:R:3:lowdin_spin:R:1 method="wB97M-V/def2-TZVPD" e_above_lowest_kj_mol=298.4 multiplicity=3 orbital_gap_ev="3.962 / 7.133"
C -2.54409 0.26998 0.27031 0.108
C 1.16724 -0.15687 0.61185 0.126
C -0.20448 0.96184 -1.04672 0.165
C -1.32012 -0.43355 0.51685 0.185
N -3.51470 0.79599 0.02577 0.131
N -0.17022 0.37829 0.28373 0.657
O -1.25778 -1.77565 -0.07511 0.259
H 1.33420 0.05768 1.70239 0.027
H 1.17065 -1.23390 0.45715 0.046
H 1.82234 0.45627 -0.00156 0.009
H -1.08928 1.80645 -1.20536 0.026
H 0.72463 1.43585 -1.22522 0.013
H -0.42418 0.21393 -1.82379 0.091
H -1.42127 -0.61250 1.73068 0.043
H -1.83108 -1.78067 -0.92680 0.114


19
Properties=species:S:1:pos:R:3:lowdin_charge:R:1 method="wB97M-V/def2-TZVPD" e_above_lowest_kj_mol=45.6 smiles="CCC(C=O)CC" orbital_gap_ev=10.772
C -2.42702 -0.79167 0.43801 -0.100
C -1.11372 -0.92064 -0.33477 -0.226
C 0.00949 -0.02098 0.22742 -0.330
C -0.33615 1.41947 -0.06789 -0.274
O -0.82488 2.20547 0.70828 0.063
C 1.38588 -0.31733 -0.40169 -0.224
C 2.47984 0.66307 0.07776 -0.091
H -3.20554 -1.42089 -0.00887 0.073
H -2.29689 -1.08941 1.48610 0.079
H -2.77477 0.24695 0.43222 0.071
H -0.77171 -1.96505 -0.33353 0.114
H -1.27532 -0.66206 -1.39195 0.115
H 0.04391 -0.12991 1.31924 0.152
H -0.13199 1.70256 -1.13134 0.143
H 1.26532 -0.33764 -1.49894 0.114
H 1.66461 -1.34762 -0.15864 0.109
H 2.93560 0.33631 1.01939 0.076
H 2.08377 1.66994 0.26540 0.068
H 3.28955 0.75941 -0.64621 0.069